60
Properties=species:S:1:pos:R:3:forces:R:3 method="wB97M-V/def2-TZVPD" e_above_lowest_kcal_mol=0.0 fmax_ha_per_bohr=0.0648 spin_multiplicity=11 homo_lumo_gap_ev="8.319 / 7.946" mol_weight_g_mol=672.15 charge=+2
Mn 5.5183 -27.0196 -10.0620 -0.15 -1.16 -1.62
Mn 1.2202 -28.9815 -12.9106 0.61 -1.55 0.45
O 4.2036 -28.6300 -10.2676 -1.76 -1.60 0.30
P 3.3738 -29.8805 -10.3814 0.52 0.48 -0.54
O 2.1429 -30.0399 -11.2676 2.41 0.01 2.29
F 3.0820 -30.4489 -8.8975 0.28 1.50 -1.87
F 4.4719 -30.9645 -10.8300 -1.05 0.14 0.28
O 1.8229 -27.4047 -11.8801 1.02 1.68 0.33
P 2.4212 -26.1609 -11.2235 -0.68 -0.95 0.37
O 3.8682 -26.0304 -10.8336 -1.06 -0.01 0.08
F 1.5020 -25.9624 -9.9522 1.02 0.27 -1.23
F 2.1032 -24.9738 -12.1602 -0.11 -0.19 0.55
C -0.7634 -31.1535 -11.6692 -0.76 0.12 0.94
O -0.1997 -30.5553 -12.6075 0.66 0.59 -0.34
N -0.3381 -31.2269 -10.3789 0.47 0.41 -0.88
N -1.9383 -31.7760 -11.8278 -0.70 -0.19 -0.23
H -0.9693 -31.6001 -9.6962 0.24 -0.07 0.27
H 0.5345 -30.8052 -10.1156 -0.09 0.06 0.00
H -2.4708 -31.9454 -10.9932 -0.13 -0.35 -0.08
H -2.4794 -31.7703 -12.6767 0.37 0.25 -0.17
C 8.7970 -33.3142 -9.8679 1.63 -0.01 0.53
O 9.6110 -32.3720 -9.7622 -1.70 0.11 -0.54
N 7.4394 -33.2461 -9.8224 0.25 0.11 -0.26
N 9.2518 -34.5672 -10.0226 0.07 0.07 -0.11
H 6.9937 -34.1379 -9.7161 -0.71 0.30 0.13
H 7.0123 -32.3833 -9.5511 -0.32 -0.34 0.42
H 8.6002 -35.3292 -10.0043 0.49 -0.41 -0.09
H 10.2529 -34.6697 -10.0426 -0.14 -0.39 0.02
C 6.6039 -27.4169 -13.2971 1.56 0.45 1.11
O 6.0377 -27.2929 -12.2025 -0.77 0.33 0.07
N 6.6207 -26.4783 -14.2671 -0.69 -0.15 0.27
N 7.4569 -28.4428 -13.5131 -0.05 -0.08 -1.07
H 7.1393 -26.6331 -15.1122 -0.13 0.21 -0.11
H 6.0643 -25.6474 -14.1609 0.01 -0.03 -0.07
H 8.0764 -28.2760 -14.2883 0.31 -0.64 0.13
H 7.7333 -29.0884 -12.7950 -0.14 0.12 0.16
C 7.7992 -29.3572 -9.9843 1.71 0.74 0.76
O 7.0167 -28.4218 -9.7055 -0.47 0.24 0.15
N 7.4939 -30.5247 -10.5633 -0.49 0.92 -0.26
N 9.1197 -29.2811 -9.7089 0.47 0.21 -0.18
H 6.5333 -30.6914 -10.7837 -0.18 -0.35 -0.15
H 8.2297 -31.2174 -10.4557 -0.08 -0.43 -0.28
H 9.5806 -28.6065 -9.1223 -0.61 0.36 -0.01
H 9.7500 -29.9767 -10.0803 -0.18 -0.28 0.23
C 3.3397 -34.0162 -8.2963 -0.10 -2.29 0.78
O 3.0834 -35.2060 -8.4797 0.46 1.14 -0.14
N 4.4315 -33.5761 -7.6158 0.60 0.33 -0.32
N 2.4907 -33.0187 -8.5956 -1.30 0.94 -0.96
H 5.1759 -34.2104 -7.3916 -0.07 0.04 0.13
H 4.5224 -32.5827 -7.5066 0.41 -0.11 0.38
H 1.6599 -33.3203 -9.0815 0.12 0.05 -0.01
H 2.8013 -32.0660 -8.7468 -0.29 -1.11 0.32
C 3.6888 -30.6418 -14.5838 0.98 -0.09 -2.84
O 2.8449 -29.8836 -14.0914 -0.68 0.20 0.64
N 3.9404 -30.6461 -15.9355 -0.89 0.79 1.27
N 4.4733 -31.5276 -13.9563 -0.29 0.16 1.28
H 3.4694 -29.9312 -16.4632 0.21 -0.21 -0.38
H 4.6624 -31.2307 -16.3112 -0.13 0.07 -0.37
H 4.4142 -31.5094 -12.9616 0.11 -0.26 0.54
H 5.3553 -31.7893 -14.3587 -0.07 -0.13 -0.04